Entry A
{
  "formula": "C26H33N3O4",
  "method": "wB97M-V/def2-TZVPD",
  "gap_ev": 9.0,
  "smiles": "COCC1CCN(C(=O)C[C@H]2C(=O)NCCN2Cc2cccc(Oc3ccccc3)c2)CC1",
  "symbols": ["C", "O", "C", "C", "C", "C", "N", "C", "O", "C", "C", "C", "O", "N", "C", "C", "N", "C", "C", "C", "C", "C", "C", "O", "C", "C", "C", "C", "C", "C", "C", "C", "C", "H", "H", "H", "H", "H", "H", "H", "H", "H", "H", "H", "H", "H", "H", "H", "H", "H", "H", "H", "H", "H", "H", "H", "H", "H", "H", "H", "H", "H", "H", "H", "H", "H"],
  "coordinates": [[-1.484, 4.437, -3.987], [-1.681, 3.894, -2.707], [-1.384, 2.522, -2.596], [0.116, 2.192, -2.615], [0.333, 0.693, -2.421], [1.830, 0.372, -2.367], [2.460, 1.117, -1.300], [3.092, 0.632, -0.213], [3.580, 1.365, 0.633], [3.210, -0.879, -0.087], [1.861, -1.571, 0.266], [1.806, -2.879, -0.515], [1.783, -2.878, -1.733], [1.840, -4.027, 0.182], [1.808, -4.141, 1.619], [2.355, -2.857, 2.233], [1.597, -1.760, 1.678], [1.638, -0.537, 2.464], [0.575, 0.448, 2.060], [0.785, 1.806, 2.262], [-0.194, 2.721, 1.916], [-1.383, 2.298, 1.351], [-1.596, 0.939, 1.141], [-2.745, 0.584, 0.480], [-3.357, -0.613, 0.735], [-3.386, -1.199, 1.996], [-4.082, -2.378, 2.187], [-4.756, -2.976, 1.136], [-4.739, -2.383, -0.116], [-4.042, -1.207, -0.321], [-0.622, 0.017, 1.508], [2.323, 2.552, -1.464], [0.850, 2.949, -1.508], [-1.891, 5.446, -3.959], [-2.014, 3.853, -4.751], [-0.423, 4.489, -4.258], [-1.811, 2.217, -1.637], [-1.890, 1.962, -3.399], [0.534, 2.481, -3.586], [-0.122, 0.128, -3.235], [-0.143, 0.383, -1.488], [1.971, -0.701, -2.252], [2.294, 0.679, -3.314], [3.596, -1.295, -1.018], [3.940, -1.078, 0.699], [1.051, -0.949, -0.128], [1.765, -4.873, -0.365], [0.777, -4.295, 1.962], [2.410, -5.002, 1.923], [3.437, -2.783, 2.034], [2.211, -2.884, 3.315], [2.617, -0.039, 2.423], [1.457, -0.823, 3.507], [1.723, 2.145, 2.672], [-0.027, 3.776, 2.075], [-2.145, 3.001, 1.052], [-2.875, -0.724, 2.821], [-4.103, -2.828, 3.169], [-5.298, -3.896, 1.293], [-5.268, -2.839, -0.939], [-4.020, -0.730, -1.288], [-0.789, -1.039, 1.352], [2.827, 3.030, -0.623], [2.823, 2.846, -2.395], [0.764, 4.024, -1.668], [0.388, 2.713, -0.549]],
  "nbo_charge": [-0.25, -0.54, -0.05, -0.25, -0.40, -0.23, -0.44, 0.70, -0.66, -0.52, -0.15, 0.69, -0.64, -0.60, -0.21, -0.22, -0.46, -0.24, -0.01, -0.22, -0.19, -0.28, 0.37, -0.52, 0.37, -0.31, -0.18, -0.24, -0.19, -0.28, -0.33, -0.22, -0.41, 0.19, 0.16, 0.16, 0.19, 0.16, 0.19, 0.21, 0.20, 0.25, 0.19, 0.25, 0.23, 0.25, 0.41, 0.19, 0.20, 0.17, 0.21, 0.21, 0.21, 0.23, 0.22, 0.23, 0.23, 0.21, 0.21, 0.22, 0.22, 0.24, 0.25, 0.18, 0.22, 0.22]
}

***

Entry B
{
  "formula": "C26H33N3O4",
  "method": "wB97M-V/def2-TZVPD",
  "gap_ev": 7.8,
  "smiles": "CCN(CC)CCN1C(=O)C(=O)/C(=C(/O)c2ccc(OCC(C)C)cc2)[C@H]1c1ccncc1",
  "symbols": ["C", "C", "N", "C", "C", "C", "C", "N", "C", "O", "C", "O", "C", "C", "O", "C", "C", "C", "C", "O", "C", "C", "C", "C", "C", "C", "C", "C", "C", "C", "N", "C", "C", "H", "H", "H", "H", "H", "H", "H", "H", "H", "H", "H", "H", "H", "H", "H", "H", "H", "H", "H", "H", "H", "H", "H", "H", "H", "H", "H", "H", "H", "H", "H", "H", "H"],
  "coordinates": [[-6.240, -1.015, 1.331], [-6.104, -0.407, -0.070], [-5.481, 0.899, -0.136], [-6.205, 1.967, 0.526], [-5.908, 3.312, -0.131], [-4.054, 0.891, 0.106], [-3.295, 1.035, -1.228], [-1.881, 0.807, -1.082], [-1.038, 1.724, -0.554], [-1.345, 2.839, -0.195], [0.355, 1.094, -0.543], [1.359, 1.629, -0.124], [0.187, -0.241, -1.095], [1.110, -1.227, -1.216], [0.675, -2.461, -1.566], [2.543, -1.058, -0.984], [3.251, -2.036, -0.278], [4.596, -1.890, -0.037], [5.291, -0.769, -0.509], [6.609, -0.756, -0.221], [7.417, 0.384, -0.444], [7.487, 1.317, 0.777], [7.979, 0.541, 1.997], [6.147, 1.986, 1.072], [4.592, 0.187, -1.247], [3.240, 0.043, -1.474], [-1.280, -0.480, -1.359], [-1.855, -1.550, -0.457], [-2.706, -2.530, -0.946], [-3.243, -3.448, -0.055], [-2.984, -3.443, 1.239], [-2.165, -2.514, 1.704], [-1.578, -1.546, 0.906], [-6.861, -0.386, 1.964], [-6.698, -1.998, 1.262], [-5.266, -1.129, 1.804], [-7.098, -0.319, -0.519], [-5.514, -1.082, -0.697], [-7.272, 1.753, 0.427], [-5.969, 2.027, 1.602], [-6.514, 4.090, 0.326], [-6.139, 3.262, -1.192], [-4.861, 3.580, -0.017], [-3.739, -0.040, 0.590], [-3.763, 1.716, 0.759], [-3.694, 0.323, -1.953], [-3.440, 2.049, -1.609], [1.424, -3.069, -1.633], [2.732, -2.894, 0.131], [5.143, -2.629, 0.526], [7.099, 0.937, -1.332], [8.415, -0.024, -0.636], [8.220, 2.094, 0.530], [8.051, 1.197, 2.860], [8.959, 0.108, 1.808], [7.286, -0.264, 2.230], [5.384, 1.247, 1.304], [5.808, 2.579, 0.226], [6.246, 2.649, 1.929], [5.089, 1.056, -1.645], [2.719, 0.788, -2.053], [-1.457, -0.762, -2.407], [-2.947, -2.579, -1.998], [-3.918, -4.223, -0.394], [-1.979, -2.546, 2.770], [-0.925, -0.798, 1.332]],
  "nbo_charge": [-0.64, -0.20, -0.47, -0.20, -0.61, -0.24, -0.22, -0.42, 0.57, -0.59, 0.45, -0.51, -0.23, 0.44, -0.65, -0.18, -0.17, -0.27, 0.33, -0.49, -0.06, -0.24, -0.61, -0.61, -0.26, -0.11, -0.03, 0.02, -0.26, 0.04, -0.42, 0.04, -0.27, 0.20, 0.21, 0.21, 0.19, 0.19, 0.19, 0.16, 0.21, 0.21, 0.21, 0.19, 0.21, 0.20, 0.23, 0.50, 0.21, 0.23, 0.18, 0.19, 0.20, 0.21, 0.21, 0.21, 0.21, 0.21, 0.21, 0.22, 0.23, 0.20, 0.22, 0.19, 0.20, 0.23]
}

***

The data favor entry A; the next most stable structure lies 0.0411 hartree above it.

***

Entry A
{
  "formula": "H42O21",
  "method": "wB97M-V/def2-TZVPD",
  "gap_ev": 9.8,
  "symbols": ["O", "H", "H", "O", "H", "H", "O", "H", "H", "O", "H", "H", "O", "H", "H", "O", "H", "H", "O", "H", "H", "O", "H", "H", "O", "H", "H", "O", "H", "H", "O", "H", "H", "O", "H", "H", "O", "H", "H", "O", "H", "H", "O", "H", "H", "O", "H", "H", "O", "H", "H", "O", "H", "H", "O", "H", "H", "O", "H", "H", "O", "H", "H"],
  "coordinates": [[-1.803, 0.271, 2.150], [-1.618, -0.452, 1.491], [-1.000, 0.338, 2.675], [-2.106, 3.945, -4.007], [-2.847, 4.209, -3.465], [-1.427, 4.443, -3.528], [-3.761, 2.432, -2.829], [-4.576, 2.772, -2.388], [-4.064, 2.392, -3.741], [2.295, 4.052, 1.469], [1.607, 4.570, 1.893], [2.289, 3.178, 1.845], [-1.127, -2.159, 1.393], [-1.005, -1.787, 0.507], [-0.327, -2.593, 1.656], [4.004, -0.900, -2.298], [3.957, -0.534, -3.192], [4.356, -0.220, -1.733], [1.915, -1.194, 3.660], [2.245, -1.056, 2.745], [1.868, -2.126, 4.094], [1.115, -3.571, 0.394], [0.363, -3.505, -0.273], [1.950, -3.333, -0.053], [1.180, 4.468, -1.017], [1.024, 3.535, -0.774], [1.237, 4.968, -0.202], [0.780, 1.204, 3.739], [0.899, 1.823, 2.982], [1.161, 0.330, 3.520], [0.373, -0.737, -0.292], [0.037, 0.162, -0.110], [0.757, -0.548, -1.183], [2.199, 2.099, -0.463], [2.204, 1.141, -0.355], [1.814, 2.241, -1.337], [-3.166, 0.382, -1.038], [-3.538, -0.536, -1.036], [-3.699, 1.062, -0.654], [-0.843, -3.005, -1.071], [-1.082, -3.708, -1.677], [-0.715, -2.270, -1.648], [3.391, -0.059, 0.947], [3.382, 0.469, 1.762], [3.797, -0.850, 1.341], [-0.566, 1.943, -3.614], [-1.482, 1.685, -3.380], [-0.327, 1.896, -4.546], [-3.628, -2.949, 1.917], [-3.199, -2.835, 2.763], [-2.750, -2.933, 1.385], [-0.006, 2.980, 2.139], [-0.618, 2.623, 2.818], [-0.318, 2.223, 1.600], [-4.075, -2.215, -0.585], [-4.269, -2.120, 0.366], [-3.341, -2.833, -0.641], [2.569, -3.392, 2.640], [2.428, -4.184, 3.211], [1.861, -3.447, 1.945], [1.214, -2.799, -2.529], [0.920, -1.896, -2.689], [2.092, -3.091, -2.700]],
  "nbo_charge": [-0.98, 0.48, 0.47, -0.95, 0.47, 0.48, -0.93, 0.47, 0.47, -0.94, 0.47, 0.47, -0.99, 0.51, 0.50, -0.96, 0.47, 0.49, -1.01, 0.49, 0.53, -1.03, 0.51, 0.49, -0.96, 0.47, 0.48, -1.01, 0.47, 0.49, -0.95, 0.49, 0.47, -0.95, 0.48, 0.47, -1.01, 0.51, 0.48, -0.92, 0.50, 0.49, -0.95, 0.48, 0.48, -0.99, 0.51, 0.48, -0.99, 0.48, 0.49, -0.94, 0.49, 0.48, -0.97, 0.51, 0.47, -1.00, 0.47, 0.50, -0.99, 0.48, 0.51]
}

***

Entry B
{
  "formula": "H42O21",
  "method": "wB97M-V/def2-TZVPD",
  "gap_ev": 10.1,
  "symbols": ["O", "H", "H", "O", "H", "H", "O", "H", "H", "O", "H", "H", "O", "H", "H", "O", "H", "H", "O", "H", "H", "O", "H", "H", "O", "H", "H", "O", "H", "H", "O", "H", "H", "O", "H", "H", "O", "H", "H", "O", "H", "H", "O", "H", "H", "O", "H", "H", "O", "H", "H", "O", "H", "H", "O", "H", "H", "O", "H", "H", "O", "H", "H"],
  "coordinates": [[-2.437, 1.138, -2.115], [-1.664, 0.626, -2.382], [-2.280, 2.082, -2.043], [-0.865, -1.667, -3.256], [-1.269, -1.965, -4.079], [-1.534, -2.050, -2.631], [-3.100, -2.970, -2.704], [-3.179, -2.477, -1.840], [-2.358, -3.557, -2.847], [-1.153, 0.721, 4.278], [-1.038, 0.685, 3.321], [-0.999, 1.633, 4.546], [3.762, -2.199, -1.617], [2.992, -1.861, -1.114], [3.592, -1.982, -2.548], [-3.790, 1.336, 1.643], [-4.172, 0.823, 0.916], [-3.045, 0.892, 2.060], [0.485, 3.459, -2.264], [0.626, 3.760, -1.352], [0.119, 4.215, -2.735], [1.197, -1.929, -0.419], [0.961, -1.645, -1.318], [1.331, -1.165, 0.157], [3.067, -2.108, 1.491], [3.223, -2.271, 2.436], [2.293, -2.719, 1.546], [-4.430, -0.250, -1.148], [-5.285, 0.170, -1.313], [-3.840, 0.079, -1.872], [-0.698, 1.304, 1.467], [-0.693, 1.430, 0.515], [0.014, 0.752, 1.793], [0.820, 0.950, -0.475], [0.307, 0.991, -1.333], [1.754, 1.026, -0.708], [4.121, 0.117, 0.033], [4.564, -0.722, 0.208], [3.891, 0.426, 0.922], [0.828, 4.481, 2.731], [1.504, 3.838, 2.968], [0.235, 3.936, 2.193], [-2.669, 3.242, -0.092], [-3.280, 3.981, -0.029], [-3.166, 2.493, 0.291], [0.750, -3.657, 2.537], [1.501, -3.604, 3.139], [0.195, -2.901, 2.783], [2.436, 1.203, 2.342], [3.265, 1.684, 2.507], [1.762, 1.910, 2.230], [-1.813, -2.449, -0.563], [-0.849, -2.454, -0.449], [-2.088, -3.152, 0.036], [2.129, -0.887, -3.348], [1.493, -1.500, -3.731], [3.035, -1.033, -3.622], [0.851, -1.673, 4.538], [1.028, -0.715, 4.375], [0.133, -1.554, 5.176], [0.188, 1.092, -3.310], [0.248, 2.000, -2.907], [0.990, 0.640, -3.017]],
  "nbo_charge": [-1.00, 0.51, 0.50, -1.00, 0.48, 0.49, -0.99, 0.53, 0.48, -0.97, 0.48, 0.48, -0.96, 0.50, 0.44, -0.98, 0.50, 0.50, -0.95, 0.50, 0.49, -0.98, 0.49, 0.51, -0.96, 0.45, 0.49, -0.99, 0.47, 0.51, -1.00, 0.52, 0.47, -1.02, 0.49, 0.50, -0.96, 0.50, 0.47, -0.92, 0.45, 0.48, -0.99, 0.47, 0.50, -0.95, 0.47, 0.49, -0.95, 0.48, 0.47, -0.98, 0.51, 0.48, -0.97, 0.51, 0.48, -0.97, 0.48, 0.48, -0.99, 0.48, 0.49]
}

***

The data favor entry B; the next most stable structure lies 0.0914 hartree above it.

***

Entry A
{
  "formula": "C3H12IO3",
  "method": "wB97M-V/def2-TZVPD",
  "gap_ev": 8.0,
  "charge": -1,
  "symbols": ["I", "C", "O", "H", "H", "H", "H", "C", "O", "H", "H", "H", "H", "C", "O", "H", "H", "H", "H"],
  "coordinates": [[0.019, 1.192, -0.398], [0.807, -3.197, -0.287], [-0.031, -2.359, -1.070], [1.838, -3.097, -0.643], [0.757, -2.915, 0.770], [0.460, -4.224, -0.378], [0.156, -1.429, -0.829], [2.097, 4.499, -0.581], [0.711, 4.711, -0.656], [2.494, 4.025, -1.491], [2.645, 5.438, -0.488], [2.341, 3.840, 0.260], [0.281, 3.844, -0.766], [-2.507, -2.017, 1.281], [-2.796, -0.906, 0.471], [-1.532, -1.884, 1.758], [-3.276, -2.101, 2.056], [-2.506, -2.967, 0.734], [-1.956, -0.452, 0.257]],
  "nbo_charge": [-0.92, -0.24, -0.76, 0.15, 0.16, 0.16, 0.50, -0.24, -0.76, 0.15, 0.15, 0.17, 0.50, -0.24, -0.76, 0.16, 0.15, 0.15, 0.50]
}

***

Entry B
{
  "formula": "C3H12IO3",
  "method": "wB97M-V/def2-TZVPD",
  "gap_ev": 6.8,
  "charge": -1,
  "symbols": ["I", "C", "O", "H", "H", "H", "H", "C", "O", "H", "H", "H", "H", "C", "O", "H", "H", "H", "H"],
  "coordinates": [[0.129, -0.049, 2.052], [-0.462, -5.682, -0.636], [0.116, -5.453, 0.630], [-1.451, -6.133, -0.553], [-0.612, -4.777, -1.224], [0.169, -6.349, -1.223], [-0.019, -4.535, 0.876], [-2.012, 5.867, 3.519], [-2.695, 4.590, 3.476], [-1.840, 6.067, 2.461], [-2.516, 6.670, 4.058], [-1.062, 5.686, 4.020], [-2.059, 3.925, 3.202], [2.537, 0.254, -3.688], [1.979, -0.977, -3.282], [3.472, 0.455, -3.165], [2.689, 0.259, -4.767], [1.836, 1.040, -3.408], [1.799, -0.858, -2.347]],
  "nbo_charge": [-1.00, -0.24, -0.73, 0.15, 0.17, 0.16, 0.49, -0.25, -0.74, 0.17, 0.18, 0.17, 0.48, -0.24, -0.72, 0.16, 0.17, 0.16, 0.48]
}

***

The data favor entry A; the next most stable structure lies 0.0377 hartree above it.